Record 1
91
Properties=species:S:1:pos:R:3 method="wB97M-V/def2-TZVPD" charge=+1 orbital_gap_ev=6.730 total_energy_ha=-4936.14322
Pt 0.386 -0.404 0.209
As -0.914 -1.453 -1.862
S 0.795 1.890 0.026
S 2.299 -0.533 -1.135
O 0.501 -2.441 0.588
O -2.199 0.880 -0.770
N 2.727 -2.900 0.148
N -5.534 1.608 1.994
N -1.751 3.096 -0.361
N 0.127 4.326 -0.537
N 4.458 -1.428 0.128
C 1.467 -3.230 0.302
C 5.112 -0.144 -0.147
C -1.368 -0.908 1.980
C -1.353 -0.356 -3.399
C 5.831 -0.145 -1.484
C -1.137 5.708 -2.159
C 3.198 -1.699 -0.167
C 1.019 -0.259 2.226
C -0.399 0.043 2.393
C -2.700 -0.509 1.789
C -0.450 3.120 -0.350
C -2.538 2.007 -0.408
C -5.617 3.860 0.699
C 2.117 -5.618 -0.048
C 5.293 -2.445 0.788
C -0.828 1.348 2.751
C 0.057 -2.896 -2.732
C -2.609 -2.306 -1.468
C -0.728 5.508 -0.710
C 1.137 -4.678 0.263
C 0.490 -7.375 0.137
C 1.563 4.591 -0.615
C -0.168 -5.099 0.514
C -6.205 1.358 0.687
C 1.791 -6.962 -0.113
C 2.173 4.943 0.733
C -6.296 2.711 1.288
C -3.053 0.796 1.975
C 5.131 -2.410 2.299
C -4.878 1.070 -0.007
C -2.132 1.700 2.568
C -0.490 -6.443 0.453
C -4.244 1.360 1.307
C -4.450 3.647 0.097
C -3.943 2.278 0.083
H -1.739 6.612 -2.262
H -1.602 5.395 -0.074
H 5.121 -0.269 -2.303
H -0.101 2.057 3.122
H -6.078 4.835 0.762
H -0.431 -0.106 -3.923
H -1.086 -1.943 1.867
H -2.944 -2.865 -2.342
H 2.085 4.110 1.430
H -4.684 0.283 -0.716
H -2.005 -0.908 -4.075
H 3.127 -5.287 -0.238
H 4.099 -2.625 2.575
H -1.836 0.551 -3.052
H 0.239 -8.426 0.088
H 1.340 -1.273 2.435
H -0.264 5.811 -2.805
H 6.322 -2.238 0.498
H 2.068 3.741 -1.070
H -0.466 -3.153 -3.653
H 5.015 -3.419 0.392
H 0.096 -3.775 -2.091
H -3.332 -1.531 -1.224
H -3.419 -1.209 1.384
H 5.408 -1.436 2.703
H 1.680 5.425 -1.309
H -2.464 2.710 2.777
H -3.866 4.428 -0.367
H -7.061 0.702 0.615
H 6.565 -0.949 -1.541
H 5.771 -3.160 2.762
H -7.214 2.902 1.827
H 1.069 -2.572 -2.967
H 4.361 0.643 -0.111
H 1.677 5.810 1.169
H 6.354 0.800 -1.628
H -2.501 -2.987 -0.624
H 5.809 0.026 0.675
H 1.730 0.505 2.515
H 3.230 5.184 0.617
H -1.502 -6.768 0.652
H -1.728 4.860 -2.505
H -0.925 -4.367 0.762
H 2.553 -7.689 -0.357
H -0.155 6.361 -0.345

Record 2
130
Properties=species:S:1:pos:R:3 method="wB97M-V/def2-TZVPD" smiles="CCOC(=O)C(F)(F)F.CCOC(=O)C(F)(F)F.CCOC(=O)C(F)(F)F.CCOC(=O)C(F)(F)F.CCOC(=O)C(F)(F)F.CCCC#N.CCCC#N.CCCC#N.CCCC#N.CCCC#N" charge=0 orbital_gap_ev=11.233 total_energy_ha=-4084.30507
F -2.067 -5.023 -3.291
F -2.552 1.003 -0.925
F -2.107 -3.974 -5.204
F -2.933 -2.446 1.495
F -2.900 4.250 -0.678
F -3.816 -1.944 3.322
F -4.508 4.179 -2.074
F -0.523 -3.527 -3.866
F 4.758 -4.978 1.468
F 4.160 -2.910 1.933
F 6.218 -3.395 1.355
F -1.137 2.273 -1.938
F -2.163 -3.259 3.378
F -2.576 4.621 -2.733
F -1.200 2.088 0.234
O -1.922 0.070 2.318
O -2.673 7.043 -1.542
O -0.655 -0.979 -0.758
O 4.611 -3.384 4.359
O -3.382 -2.977 -2.219
O 6.541 -4.660 3.778
O -0.701 -1.175 3.718
O -2.522 -1.557 -3.760
O -4.811 6.564 -0.931
O 1.011 0.546 -1.079
N 0.847 -6.603 -4.924
N -6.063 -0.862 1.088
N 4.613 3.696 -3.816
N 1.488 4.668 0.199
N 3.940 -2.956 -1.742
C 1.634 -6.304 -1.514
C -6.162 0.294 0.925
C 1.532 -6.546 -4.000
C 2.444 3.412 3.747
C 2.428 -6.401 -2.809
C -2.650 -2.674 -3.317
C 1.505 -0.862 4.589
C 4.930 -3.427 5.737
C 2.892 2.545 2.600
C -6.264 1.785 0.788
C -5.207 7.859 -0.502
C 3.605 -3.011 6.450
C 5.496 -4.085 3.469
C 0.825 -7.559 -1.204
C -2.651 -2.207 2.762
C -1.823 -3.831 -3.940
C 0.810 3.287 -4.721
C -4.290 -2.088 -1.676
C 4.553 -2.014 -1.984
C -1.308 1.458 -0.921
C 0.370 -0.283 3.750
C 1.619 3.657 0.767
C 5.131 -3.823 2.027
C -3.413 4.772 -1.740
C -3.617 6.260 -1.428
C 1.040 -2.299 0.387
C 5.370 -0.800 -2.310
C 0.215 -2.089 -0.838
C -4.185 2.133 2.299
C 1.105 3.805 -3.278
C 1.824 2.415 1.493
C 4.833 -0.069 -3.523
C -0.209 0.327 -0.935
C -4.927 7.829 0.988
C -5.610 2.533 2.037
C 2.298 4.812 -3.215
C -1.789 -1.001 2.895
C 3.580 4.192 -3.511
C 3.366 0.411 -3.437
C -5.698 -2.255 -2.151
H -3.859 2.513 3.267
H 5.233 -0.180 -1.424
H 3.058 1.555 3.026
H 1.094 -1.037 5.583
H 2.077 5.692 -3.820
H -0.087 2.668 -4.703
H 0.754 4.110 -5.432
H 3.391 -1.964 6.238
H -5.658 3.582 1.744
H 1.451 -8.384 -0.863
H 0.819 2.183 1.847
H 3.116 1.066 -4.272
H 3.080 3.395 4.632
H -3.862 7.829 1.221
H -5.952 -1.923 -3.157
H 1.618 -3.223 0.417
H 3.659 -3.174 7.527
H 5.486 0.798 -3.630
H 2.343 4.463 3.478
H 2.924 -5.438 -2.925
H -3.575 2.462 1.457
H -5.922 -3.315 -2.030
H 2.151 1.699 0.739
H -0.400 -2.974 -0.999
H -4.249 -2.292 -0.606
H 1.952 -1.814 4.300
H 1.193 3.059 -2.488
H 3.188 1.016 -2.548
H 2.627 -0.390 -3.424
H 3.199 -7.170 -2.766
H -4.025 -1.037 -1.793
H 3.861 2.879 2.229
H 0.099 -7.328 -0.425
H 5.149 -4.442 6.071
H 0.045 0.694 4.107
H 2.213 -6.185 -0.599
H -6.257 8.076 -0.698
H -5.477 8.705 1.334
H 5.750 -2.733 5.921
H 1.033 -5.396 -1.542
H 0.384 -2.287 1.258
H -5.415 6.961 1.430
H 1.459 3.084 4.078
H -7.308 2.081 0.685
H 0.638 -0.152 2.701
H 0.218 4.368 -2.988
H 2.309 -0.129 4.653
H -6.327 -1.621 -1.526
H -4.130 1.046 2.262
H 1.648 2.682 -5.068
H 1.807 -1.530 0.476
H 4.998 -0.698 -4.397
H 2.740 -3.618 6.185
H 0.777 -2.012 -1.769
H 2.418 5.225 -2.213
H 0.157 -7.858 -2.012
H -4.663 8.641 -1.032
H -6.272 2.295 2.869
H -5.666 2.047 -0.084
H 6.408 -1.114 -2.418

Record 3
47
Properties=species:S:1:pos:R:3 method="wB97M-V/def2-TZVPD" charge=+2 orbital_gap_ev=1.394 total_energy_ha=-1749.67253
I -1.541 0.748 -3.091
P -1.490 0.461 -0.752
Mg 2.646 -4.955 -1.900
F -1.287 5.146 2.517
O -1.142 -5.140 -0.970
O -0.098 -5.600 0.981
O 2.944 4.586 2.149
O 1.468 2.222 -0.905
O -1.325 -7.131 -0.144
C 1.404 3.539 -1.469
C 0.517 4.458 -0.637
C -0.809 3.720 -0.355
C 0.824 -3.750 -1.203
C -0.656 -3.821 -0.838
C -0.800 -5.960 0.068
C -1.850 2.101 1.374
C 2.625 2.071 -0.069
C -1.020 -8.146 0.847
C -0.802 3.163 1.039
C -2.603 1.539 0.157
H 2.463 1.190 0.550
H 0.187 2.807 1.328
H -1.301 1.268 1.830
H -3.425 0.911 0.508
H 2.742 2.958 0.552
H 2.854 4.339 3.075
H 2.400 3.958 -1.619
H 0.951 -4.180 -2.222
H 1.411 -4.340 -0.463
H 0.996 4.667 0.319
H -3.046 2.273 -0.513
H 0.332 5.383 -1.178
H -1.258 -7.787 1.843
H -1.244 -3.213 -1.524
H -1.021 4.083 1.761
H 3.506 1.931 -0.696
H 0.954 3.428 -2.459
H -1.822 -0.870 -0.512
H -0.815 -3.444 0.172
H 1.209 -2.728 -1.205
H -0.162 0.640 -0.351
H -1.644 -8.996 0.599
H 3.742 5.124 2.122
H -0.863 2.932 -1.118
H -1.629 4.421 -0.522
H -2.551 2.417 2.146
H 0.029 -8.424 0.781

Record 4
36
Properties=species:S:1:pos:R:3 method="wB97M-V/def2-TZVPD" smiles="CNC(=O)[C@H](C)NC(C)=O.Nc1ccnc(N)n1" charge=0 orbital_gap_ev=9.427 total_energy_ha=-870.94436
O -1.706 -0.883 -2.265
O 0.782 -1.778 2.520
N 0.683 1.588 -0.762
N -1.455 -0.557 -0.104
N 2.070 3.338 0.000
N 1.182 -1.372 0.354
N 2.754 1.236 0.066
N -1.358 2.005 -1.598
C 1.123 4.225 -0.286
C -1.608 -2.875 -0.979
C 1.798 2.089 -0.284
C 0.390 -1.359 1.437
C -1.594 -1.370 -1.149
C -0.075 3.823 -0.832
C -2.129 -1.583 2.042
C 2.504 -1.995 0.293
C -0.224 2.487 -1.049
C -1.043 -0.808 1.279
H 2.381 0.332 0.324
H -2.548 -3.166 -0.515
H -1.230 1.099 -2.060
H -2.137 -2.630 1.744
H 3.105 -1.689 1.153
H 0.813 -0.945 -0.488
H -1.491 0.424 -0.355
H -1.537 -3.337 -1.962
H -1.909 2.690 -2.101
H -1.001 0.177 1.746
H 1.300 5.279 -0.091
H -1.920 -1.534 3.112
H -0.773 -3.203 -0.366
H 3.403 1.681 0.700
H -3.108 -1.139 1.856
H 3.013 -1.705 -0.628
H 2.396 -3.081 0.316
H -0.853 4.534 -1.071

Record 5
26
Properties=species:S:1:pos:R:3 method="wB97M-V/def2-TZVPD" charge=-1 spin_multiplicity=2 s2=0.761 orbital_gap_ev="2.552 / 6.754" total_energy_ha=-390.56495
C -0.346 -0.747 -0.520
C 0.799 2.935 1.396
C -2.532 -2.122 -1.691
C 1.094 -1.201 -2.547
C -1.314 -2.021 -2.361
C 1.899 0.867 2.379
C -2.705 -1.423 -0.437
C -0.217 -1.361 -1.830
C 0.598 1.643 2.221
C -1.595 -0.789 0.100
H 1.002 -1.126 -3.622
H 2.620 1.155 1.618
H 0.463 -0.228 -0.026
H 1.771 -2.061 -2.403
H -1.803 -0.226 1.008
H -1.213 -2.653 -3.240
H 0.536 3.843 1.939
H -3.357 -2.668 -2.142
H 1.810 -0.220 2.418
H 1.840 3.120 1.170
H -3.674 -1.368 0.043
H -0.140 0.987 1.763
H 2.430 1.125 3.308
H 0.247 2.880 0.462
H 0.168 1.987 3.153
H 1.621 -0.326 -2.160

Record 6
14
Properties=species:S:1:pos:R:3 method="wB97M-V/def2-TZVPD" smiles="CC(=O)CCO" charge=0 orbital_gap_ev=10.877 total_energy_ha=-307.68281
O 1.172 0.643 1.839
O -0.182 -1.529 0.601
C -0.350 0.759 -0.044
C 0.096 -1.183 -1.729
C -0.157 -0.722 -0.310
C -0.099 1.094 1.424
H 0.331 1.334 -0.683
H -0.108 2.180 1.556
H 0.858 -1.966 -1.708
H -0.897 0.671 2.051
H 0.416 -0.369 -2.383
H -0.814 -1.630 -2.144
H 1.106 -0.322 1.874
H -1.371 1.039 -0.345

Record 7
16
Properties=species:S:1:pos:R:3 method="wB97M-V/def2-TZVPD" charge=+1 orbital_gap_ev="8.163 / 8.164" total_energy_ha=-851.52733
S 0.014 1.827 0.888
O 0.783 2.979 1.195
O 1.212 -0.521 -1.581
O -1.352 1.809 1.334
N 0.255 1.429 -0.823
N -1.000 -1.990 -0.498
C 0.625 0.229 1.314
C -0.935 -0.662 -0.486
C 0.293 0.023 -0.770
H -1.631 0.031 -0.104
H 1.114 1.943 -1.149
H -1.787 -2.342 0.080
H 1.245 -1.500 -1.839
H -0.533 -2.779 -1.011
H 0.011 -0.290 2.148
H 1.686 -0.186 1.300

Record 8
41
Properties=species:S:1:pos:R:3 method="wB97M-V/def2-TZVPD" charge=+1 spin_multiplicity=6 s2=8.756 orbital_gap_ev="7.382 / 9.015" total_energy_ha=-2931.97673
Mn -0.155 0.414 1.048
Cl -0.100 1.716 2.894
P 2.049 -0.644 1.343
P -2.324 0.824 0.208
O 1.780 1.993 -0.890
O 0.046 3.492 0.347
N -0.152 -0.976 -0.588
C -1.305 -2.289 -2.205
C 2.266 -0.804 -0.473
C 3.535 0.196 1.938
C -2.595 2.132 -1.015
C -0.099 -2.773 -2.706
C -1.309 -1.369 -1.168
C 1.087 -2.277 -2.168
C 2.037 -2.357 1.915
C 1.032 -1.391 -1.103
C -3.585 0.960 1.488
C -2.602 -0.769 -0.656
H -0.082 -3.519 -3.498
H -0.045 3.095 1.268
H -3.215 1.656 2.253
H 2.069 -2.568 -2.542
H 3.020 -2.824 1.767
H 3.316 0.582 2.945
H 0.177 4.447 0.456
H -2.269 -2.586 -2.615
H -3.080 -1.436 0.080
H -4.531 1.320 1.059
H 1.773 -2.352 2.982
H 2.101 2.391 -1.716
H -3.318 -0.603 -1.473
H 1.138 2.660 -0.457
H -2.174 3.070 -0.622
H 4.394 -0.492 1.979
H 3.761 1.052 1.283
H -3.670 2.250 -1.215
H -3.725 -0.024 1.958
H 2.400 0.255 -0.833
H 3.153 -1.412 -0.689
H 1.268 -2.920 1.369
H -2.067 1.877 -1.945

Energy above the lowest of the compared OMol25 structures with the same formula, charge and spin readings, ordered: 115.6; 8.8; 0.0; 0.0; 11.5; 18.6; 73.5; 0.0 kcal/mol